Entry 1:
Formula: C3H6N2O
Source: the OMol25 dataset
Level of theory: ωB97M-V with the def2-TZVPD basis set

**Lowest unoccupied orbital energy**: 0.0325 Ha
**Strongest force on any atom**: 0.02628 Eh/bohr
**E**: -8235.345 eV
**Kohn-Sham gap**: 10.635 eV
**Structure (SMILES)**: C/N=C\NC=O
**ΔE to the lowest compared entry with this formula, charge and spin**: 130.7 kJ/mol

Geometry as ORCA input:
```
! wB97M-V def2-TZVPD RIJCOSX def2/J DEFGRID3
* xyz 0 1
C 1.02203 0.78619 1.55081
N 0.10240 -0.32115 1.51840
C -0.30264 -0.75419 0.40221
N -0.13311 -0.14398 -0.85319
C -0.66169 -0.49851 -2.08172
O -0.37138 0.06666 -3.11150
H 1.45107 0.81169 2.55155
H 1.84308 0.58698 0.84606
H 0.58083 1.76120 1.31645
H -0.61377 -1.78596 0.48748
H 0.44703 0.68688 -0.89988
H -1.38517 -1.32744 -2.03330
*
```

Löwdin population analysis, charges in e, atoms 1 to 2: -0.152, -0.026

***

Entry 2:
Formula: C3H6N2O
Source: the OMol25 dataset
Level of theory: ωB97M-V with the def2-TZVPD basis set

**Lowest unoccupied orbital energy (spin up / spin down)**: -0.0218 / -0.0614 Ha
**Strongest force on any atom**: 0.07744 Eh/bohr
**E**: -8230.026 eV
**Kohn-Sham gap (spin up / spin down)**: 8.461 / 6.957 eV
**ΔE to the lowest compared entry with this formula, charge and spin**: 643.8 kJ/mol

Geometry as ORCA input:
```
! wB97M-V def2-TZVPD RIJCOSX def2/J DEFGRID3
* xyz 0 1
C 1.54749 -1.71480 0.05665
C 1.72584 1.14893 -0.24134
C -1.79328 0.64981 0.00029
N 0.62088 -0.82739 0.05580
N 0.56358 0.46492 -0.04841
O 2.84337 0.74733 0.13328
H 2.67700 -1.31009 0.10864
H 1.28319 -2.74773 0.03649
H 1.54513 2.07490 -0.68684
H -1.99120 0.46716 1.08264
H -1.93061 -0.27169 -0.48407
H -2.30242 1.62552 -0.34350
*
```

Löwdin population analysis, charges in e, atoms 1 to 2: -0.019, -0.324

***

Entry 3:
Formula: C3H6N2O
Source: the OMol25 dataset
Level of theory: ωB97M-V with the def2-TZVPD basis set

**Lowest unoccupied orbital energy**: 0.0260 Ha
**Strongest force on any atom**: 0.01035 Eh/bohr
**E**: -8230.444 eV
**Kohn-Sham gap**: 8.893 eV
**ΔE to the lowest compared entry with this formula, charge and spin**: 603.5 kJ/mol

Geometry as ORCA input:
```
! wB97M-V def2-TZVPD RIJCOSX def2/J DEFGRID3
* xyz 0 1
O 1.51091 -0.20082 1.23005
N 2.03147 0.09221 -0.28689
C 0.69713 0.00578 -0.02111
C -0.45054 1.01392 -0.25677
N -1.42024 -0.08367 -0.09524
C -0.35923 -1.11085 -0.14827
H 1.68651 0.64281 1.67393
H -0.36988 1.41638 -1.28199
H -0.57012 1.85821 0.43103
H -2.10322 -0.15695 -0.84143
H -0.26819 -1.66014 -1.09240
H -0.38457 -1.81688 0.68909
*
```

Löwdin population analysis, charges in e, atoms 1 to 2: 0.015, 0.127

***

Entry 4:
Formula: C3H6N2O
Source: the OMol25 dataset
Level of theory: ωB97M-V with the def2-TZVPD basis set

**Lowest unoccupied orbital energy**: -0.0044 Ha
**Strongest force on any atom**: 0.01188 Eh/bohr
**E**: -8231.578 eV
**Kohn-Sham gap**: 8.572 eV
**ΔE to the lowest compared entry with this formula, charge and spin**: 494.1 kJ/mol

Geometry as ORCA input:
```
! wB97M-V def2-TZVPD RIJCOSX def2/J DEFGRID3
* xyz 0 1
C 1.53552 0.13666 -0.18681
N 0.67899 -0.87760 0.04162
C -1.29231 -0.33856 0.20121
N -1.92122 -1.23622 0.76664
C -1.20779 0.88397 -0.43111
O -0.34817 1.76450 -0.03458
H 1.90914 0.22516 -1.21045
H 2.22841 0.44417 0.60116
H 0.71517 1.24208 -0.13033
H 0.66808 -1.03792 1.05249
H -1.39933 -2.11607 0.79741
H -1.56650 0.90982 -1.46724
*
```

Löwdin population analysis, charges in e, atoms 1 to 2: -0.194, 0.000

***

Entry 5:
Formula: C3H6N2O
Source: the OMol25 dataset
Level of theory: ωB97M-V with the def2-TZVPD basis set

**Lowest unoccupied orbital energy**: 0.0314 Ha
**Strongest force on any atom**: 0.14655 Eh/bohr
**E**: -8232.042 eV
**Kohn-Sham gap**: 10.196 eV
**Structure (SMILES)**: ON1C=NCC1
**ΔE to the lowest compared entry with this formula, charge and spin**: 449.3 kJ/mol

Geometry as ORCA input:
```
! wB97M-V def2-TZVPD RIJCOSX def2/J DEFGRID3
* xyz 0 1
C 0.02251 -0.88190 -0.08024
C 1.45452 -0.27024 -0.08329
C -0.01379 1.30088 0.07930
H -2.55189 0.47309 0.36504
H -0.11436 -1.80345 0.52657
H -0.46255 -1.08324 -1.12247
H 2.06160 -0.79965 -0.74816
H 1.62293 -0.61532 1.11903
H -0.62089 2.15335 -0.05778
N -0.75831 0.05835 0.42855
N 1.23664 1.21543 -0.13420
O -1.87642 0.25270 -0.29236
*
```

Löwdin population analysis, charges in e, atoms 1 to 2: -0.277, -0.154

***

Entry 6:
Formula: C3H6N2O
Source: the OMol25 dataset
Level of theory: ωB97M-V with the def2-TZVPD basis set

**Lowest unoccupied orbital energy**: 0.0192 Ha
**Strongest force on any atom**: 0.04791 Eh/bohr
**E**: -8234.986 eV
**Kohn-Sham gap**: 8.589 eV
**Structure (SMILES)**: N=C=O.C=CN
**ΔE to the lowest compared entry with this formula, charge and spin**: 165.3 kJ/mol

Geometry as ORCA input:
```
! wB97M-V def2-TZVPD RIJCOSX def2/J DEFGRID3
* xyz 0 1
C 1.38133 0.14247 -0.35386
C 2.33573 0.81493 0.29619
N -3.69749 0.54441 0.39388
C -2.74675 -0.02420 -0.07054
N 1.07248 -1.18769 -0.11247
O -1.99359 -0.87080 -0.32105
H -4.52271 0.95552 0.01402
H 1.04766 0.50038 -1.32024
H 1.34394 -1.51649 0.80330
H 0.12691 -1.44430 -0.35226
H 2.78904 1.70043 -0.10960
H 2.86345 0.38534 1.13264
*
```

Löwdin population analysis, charges in e, atoms 1 to 2: -0.314, -0.041

***

Entry 7:
Formula: C3H6N2O
Source: the OMol25 dataset
Level of theory: ωB97M-V with the def2-TZVPD basis set

**Lowest unoccupied orbital energy**: 0.0361 Ha
**Strongest force on any atom**: 0.08625 Eh/bohr
**E**: -8232.653 eV
**Kohn-Sham gap**: 10.421 eV
**Structure (SMILES)**: [H]/N=C/O/N=C/C
**ΔE to the lowest compared entry with this formula, charge and spin**: 390.4 kJ/mol

Geometry as ORCA input:
```
! wB97M-V def2-TZVPD RIJCOSX def2/J DEFGRID3
* xyz 0 1
C 0.48233 -0.58103 0.00589
C -1.53188 -0.26447 -1.83226
C 1.30722 -0.24355 1.21424
N 0.77180 -0.20288 -1.15978
N -1.79183 0.76929 -1.17294
O -0.25794 -0.53992 -2.08238
H -0.44829 -1.19229 0.02884
H -2.21809 -0.91061 -2.30472
H 0.65990 -0.22593 1.99949
H 2.00918 0.61634 0.91846
H 1.82240 -1.13787 1.36092
H -2.70187 0.99931 -1.05977
*
```

Löwdin population analysis, charges in e, atoms 1 to 2: -0.215, -0.335

***

Entry 8:
Formula: C3H6N2O
Source: the OMol25 dataset
Level of theory: ωB97M-V with the def2-TZVPD basis set

**Lowest unoccupied orbital energy**: 0.0378 Ha
**Strongest force on any atom**: 0.02505 Eh/bohr
**E**: -8235.434 eV
**Kohn-Sham gap**: 9.620 eV
**Structure (SMILES)**: NC1=NCCO1
**ΔE to the lowest compared entry with this formula, charge and spin**: 122.0 kJ/mol

Geometry as ORCA input:
```
! wB97M-V def2-TZVPD RIJCOSX def2/J DEFGRID3
* xyz 0 1
N 2.09955 0.28886 -0.65047
C 0.81206 0.16488 -0.22881
O 0.44529 0.42453 1.04870
N -0.09906 -0.20349 -1.04915
C -1.21905 -0.61697 -0.21396
C -1.07766 0.39131 0.90827
H 2.21995 -0.06345 -1.58920
H 2.90712 0.36293 -0.05815
H -2.13848 -0.61887 -0.81050
H -1.06533 -1.64092 0.16776
H -1.50741 1.34957 0.55216
H -1.37698 0.16161 1.92335
*
```

Löwdin population analysis, charges in e, atoms 1 to 2: 0.161, -0.556

***

Entry 9:
Formula: C3H6N2O
Source: the OMol25 dataset
Level of theory: ωB97M-V with the def2-TZVPD basis set

**Lowest unoccupied orbital energy**: 0.0416 Ha
**Strongest force on any atom**: 0.15629 Eh/bohr
**E**: -8229.899 eV
**Kohn-Sham gap**: 9.410 eV
**ΔE to the lowest compared entry with this formula, charge and spin**: 656.1 kJ/mol

Geometry as ORCA input:
```
! wB97M-V def2-TZVPD RIJCOSX def2/J DEFGRID3
* xyz 0 1
C 0.58792 -0.89023 -0.36961
C -1.29329 -0.21261 0.68340
C -2.57829 0.49734 0.26116
H 2.98048 1.31052 -0.01569
H 3.03628 0.03593 -1.14964
H 0.90478 -1.86700 -0.81911
H -0.67268 -0.15422 1.90578
H -3.29171 0.51585 -0.94239
H -2.98400 1.19428 1.06762
N 2.71381 0.31599 -0.24729
N 1.33419 0.18596 -0.13687
O -0.73748 -0.93180 -0.23735
*
```

Löwdin population analysis, charges in e, atoms 1 to 2: -0.225, -0.274